1.
C22H43N4O9P | ωB97M-V/def2-TZVPD

Output
Multiplicity: 1
Lowest unoccupied orbital energy, hartree: -0.057
Kohn-Sham gap, eV: 3.513
E_HOMO, eV: -5.1

Last column: Löwdin charge in e.
Geometry (Å):
1 C 4.0207 -1.3830 -0.1049  -0.100
2 O 3.7225 0.0090 -0.0123  -0.243
3 C 2.3719 0.2961 -0.3417  -0.242
4 C 1.3204 -0.2377 0.7032  -0.179
5 C 0.0789 0.7040 0.9262  -0.181
6 C -1.1586 -0.2518 1.2143  -0.153
7 C -2.5392 0.5099 1.1289  -0.138
8 N -3.3199 0.1462 -0.1079  -0.190
9 N -3.9921 1.3643 -0.5427  0.083
10 P -4.6131 -1.0676 0.1838  0.657
11 O -5.3090 -0.8053 1.5025  -0.254
12 O -3.9962 -2.6216 0.1567  -0.154
13 O -5.8282 -1.0198 -0.9984  -0.119
14 H 4.6393 -1.6627 -0.9926  0.090
15 H 4.6321 -1.6383 0.8045  0.101
16 H 3.1294 -2.0539 -0.0806  0.093
17 H 2.2283 1.4107 -0.4215  0.126
18 H 2.0833 -0.1221 -1.3404  0.104
19 H 1.8372 -0.5276 1.6589  0.133
20 H 0.9289 -1.2099 0.2906  0.096
21 H -0.0756 1.3459 0.0258  0.112
22 H 0.2749 1.3062 1.8536  0.122
23 H -1.0491 -0.5956 2.2732  0.134
24 H -1.1567 -1.1609 0.5637  0.118
25 H -3.0947 0.3499 2.0798  0.133
26 H -2.3346 1.6105 1.0605  0.136
27 H -2.6778 -0.1048 -0.8782  0.184
28 H -4.7905 1.4514 0.1089  0.117
29 H -4.3878 1.1854 -1.4696  0.100
30 H -4.7808 -3.1952 -0.0418  0.097
31 H -5.4200 -0.8853 -1.8717  0.073
32 C 5.2165 1.0486 -2.4618  -0.088
33 C 6.5346 0.7655 -2.8023  -0.086
34 C 6.9293 0.7837 -4.1355  -0.095
35 C 6.0077 1.0945 -5.1289  -0.101
36 C 4.6906 1.3813 -4.7892  -0.104
37 C 4.2939 1.3544 -3.4567  -0.094
38 H 4.9086 1.0313 -1.4263  0.081
39 H 7.2549 0.5295 -2.0275  0.103
40 H 7.9552 0.5566 -4.4005  0.100
41 H 6.3164 1.1135 -6.1675  0.099
42 H 3.9725 1.6256 -5.5640  0.096
43 H 3.2653 1.5730 -3.1925  0.093
44 C 1.6737 5.7750 4.9951  -0.044
45 O 2.5140 5.5600 3.8624  0.002
46 C 2.9066 4.2921 3.7074  -0.622
47 O 2.6135 3.3704 4.4203  0.125
48 O 3.6806 4.2292 2.6210  0.006
49 C 4.1763 2.9214 2.3339  -0.035
50 H 1.4202 6.8332 5.0183  0.093
51 H 0.7524 5.1981 4.9067  0.097
52 H 2.1977 5.5221 5.9171  0.099
53 H 3.3539 2.2315 2.1413  0.085
54 H 4.8004 2.5578 3.1507  0.102
55 H 4.7879 2.9888 1.4361  0.095
56 O -4.3037 -4.8422 1.9556  -0.583
57 H -4.1754 -3.9591 1.6208  -0.266
58 C 0.8394 -1.6220 -3.6176  -0.353
59 O 0.5477 -1.7787 -2.4455  -0.013
60 N 1.3967 -2.5634 -4.4103  -0.195
61 C 1.7196 -2.3056 -5.7999  -0.054
62 C 1.6804 -3.8733 -3.8500  -0.032
63 H 0.6662 -0.6660 -4.1380  0.131
64 H 1.1678 -3.0040 -6.4329  0.091
65 H 2.7918 -2.4468 -5.9520  0.092
66 H 1.4522 -1.2863 -6.0769  0.082
67 H 0.7532 -4.3197 -3.4860  0.098
68 H 2.3676 -3.7654 -3.0086  0.092
69 H 2.1253 -4.5192 -4.6045  0.090
70 N -7.1369 -1.6522 4.7544  0.015
71 C -8.2706 -1.8533 5.4946  -0.148
72 C -9.3469 -1.4964 4.7228  -0.126
73 C -8.8420 -1.0695 3.4677  -0.118
74 C -7.4743 -1.1792 3.5168  -0.135
75 H -6.2003 -1.8276 5.0703  0.147
76 H -8.2136 -2.2309 6.5026  0.101
77 H -10.3815 -1.5392 5.0254  0.084
78 H -9.4159 -0.7217 2.6229  0.082
79 H -6.7139 -0.9617 2.7795  0.057

---

2.
C22H44BN2O44S9 | ωB97M-V/def2-TZVPD

Output
Energy relative to the best compared isomer or geometry (same formula, charge and spin), kcal per mole: 283.5
Multiplicity: 1
Lowest unoccupied orbital energy, hartree: -0.172
Kohn-Sham gap, eV: 6.332
Charge: +1
E_HOMO, eV: -11.0

Last column: Löwdin charge in e.
Geometry (Å):
1 N 2.7986 5.8334 3.4418  0.361
2 H 2.4449 6.6143 2.9078  0.158
3 H 3.7697 5.6583 3.2263  0.162
4 H 2.0513 5.1542 3.4607  0.158
5 H 2.8400 5.9913 4.4385  0.149
6 N -4.4856 5.3176 5.1744  0.356
7 H -3.5209 5.5440 5.3699  0.160
8 H -4.7917 4.7345 5.9401  0.159
9 H -4.5847 4.6875 4.3913  0.162
10 H -5.0553 6.1401 5.0361  0.161
11 O 1.3632 -2.6026 0.6274  0.144
12 C 1.0064 -1.4640 0.4302  -0.376
13 O 0.3416 -0.7032 1.2987  0.239
14 B -0.0103 0.5203 0.5568  -0.910
15 O 0.6388 0.4766 -0.7688  0.239
16 C 1.1688 -0.7258 -0.9035  -0.371
17 O 1.6804 -1.2514 -1.8827  0.128
18 O 0.3625 1.6629 1.3487  0.287
19 C -0.6967 2.2785 1.6353  -0.403
20 O -0.7660 3.1696 2.4896  0.044
21 C -1.9295 1.6483 0.8633  -0.403
22 O -1.4455 0.6190 0.2813  0.277
23 O -3.0843 1.9811 0.9842  0.116
24 C -2.2486 -7.1241 2.9369  -0.155
25 C -2.3605 -5.5944 2.7569  -0.206
26 O -3.5250 -5.4505 1.9592  -0.231
27 S -3.5454 -6.5934 0.6555  0.784
28 O -2.4858 -6.3341 -0.2858  -0.238
29 O -4.9245 -6.8250 0.2677  -0.217
30 O -2.8764 -7.6807 1.7638  -0.230
31 H -2.7521 -7.5572 3.8012  0.124
32 H -1.1935 -7.3460 3.0973  0.124
33 H -1.5287 -5.1183 2.2376  0.117
34 H -2.2042 -4.9413 3.6154  0.128
35 C 1.6091 -9.3844 -1.2394  -0.096
36 C 0.8278 -10.1248 -2.3140  -0.237
37 O 0.1047 -11.0589 -1.6141  -0.205
38 S 0.7149 -11.4951 -0.0689  0.736
39 O 1.1942 -12.8650 -0.2028  -0.249
40 O -0.2101 -11.1906 1.0211  -0.246
41 O 1.9465 -10.4736 -0.2592  -0.223
42 H 0.9855 -8.6622 -0.7124  0.127
43 H 2.4775 -8.8608 -1.6393  0.130
44 H 1.3646 -10.5464 -3.1639  0.131
45 H 0.1064 -9.4648 -2.7957  0.133
46 C -7.3324 2.9637 -3.8860  -0.192
47 C -6.1128 3.7931 -3.4924  -0.183
48 O -5.0618 3.2491 -4.2549  -0.235
49 S -5.2950 1.7155 -4.8698  0.772
50 O -4.4093 0.6610 -4.3328  -0.234
51 O -5.5780 1.8893 -6.2836  -0.241
52 O -6.7983 1.6781 -4.1520  -0.207
53 H -7.9195 3.4283 -4.6782  0.129
54 H -8.0152 2.9439 -3.0366  0.128
55 H -5.8186 3.5158 -2.4802  0.127
56 H -6.1303 4.8557 -3.7347  0.136
57 C 5.4428 2.2096 7.7702  -0.104
58 C 5.8702 3.7786 7.6358  -0.156
59 O 4.6530 4.4193 7.4868  -0.251
60 S 3.2825 3.5696 7.9621  0.721
61 O 2.2431 3.8902 7.0553  -0.244
62 O 3.1508 3.5246 9.4298  -0.243
63 O 4.0012 2.1177 7.6764  -0.223
64 H 5.8724 1.6026 8.5672  0.131
65 H 5.7126 1.7483 6.8202  0.119
66 H 6.3515 4.1541 6.7328  0.129
67 H 6.3770 4.1275 8.5356  0.124
68 C 2.3093 -0.0002 -7.8281  -0.227
69 C 1.0438 0.3700 -7.1907  -0.189
70 O 0.3709 1.0917 -8.2318  -0.209
71 S 0.6227 0.3018 -9.6858  0.730
72 O 0.3906 1.1489 -10.8227  -0.211
73 O -0.1732 -0.9370 -9.6477  -0.255
74 O 2.1325 0.0440 -9.1949  -0.193
75 H 2.6061 -1.0019 -7.5173  0.144
76 H 3.0512 0.7720 -7.6246  0.138
77 H 1.2042 0.9760 -6.2990  0.141
78 H 0.4222 -0.5011 -6.9836  0.131
79 C -8.0166 -1.1021 2.3812  -0.204
80 C -7.6498 -2.4159 3.1431  -0.148
81 O -8.2679 -3.5543 2.4715  -0.204
82 S -8.7781 -3.0363 0.9309  0.766
83 O -10.1937 -3.3094 0.6975  -0.257
84 O -7.8216 -3.4087 -0.0963  -0.232
85 O -8.8385 -1.3669 1.2674  -0.209
86 H -7.1149 -0.7933 1.8523  0.118
87 H -8.3893 -0.2616 2.9666  0.125
88 H -8.0425 -2.3457 4.1575  0.121
89 H -6.5877 -2.6593 3.1143  0.125
90 C -4.2882 8.9820 -0.5223  -0.129
91 C -3.4441 10.0477 -1.2684  -0.183
92 O -2.0948 9.7169 -1.0997  -0.223
93 S -1.8917 8.0297 -0.8538  0.764
94 O -0.7322 7.6394 0.0099  -0.272
95 O -2.0903 7.3712 -2.1259  -0.226
96 O -3.2713 8.0764 -0.0305  -0.246
97 H -5.0633 8.3990 -1.0198  0.128
98 H -4.8745 9.3811 0.3054  0.120
99 H -3.5642 11.1019 -1.0189  0.141
100 H -3.5693 9.8086 -2.3245  0.126
101 C 6.9381 -3.5975 -0.9150  -0.175
102 C 7.0370 -4.6151 -2.0174  -0.239
103 O 8.2062 -4.4413 -2.7544  -0.186
104 S 9.3243 -3.5372 -1.8450  0.819
105 O 9.5303 -2.1328 -2.3377  -0.278
106 O 10.4979 -4.3705 -1.4509  -0.261
107 O 8.3080 -3.5003 -0.5334  -0.208
108 H 6.1884 -3.8387 -0.1615  0.141
109 H 6.5680 -2.6349 -1.2680  0.122
110 H 6.2794 -4.6812 -2.7983  0.137
111 H 6.8763 -5.6126 -1.6086  0.129
112 C 6.8839 2.7391 -1.1965  -0.161
113 C 5.5480 1.9020 -1.4311  -0.122
114 O 5.0833 1.6490 -0.0762  -0.212
115 S 6.2730 1.8863 1.0889  0.723
116 O 6.6307 0.7105 1.9131  -0.239
117 O 5.9788 3.0965 1.8170  -0.281
118 O 7.4128 2.1544 -0.0333  -0.214
119 H 6.6619 3.7216 -0.7799  0.114
120 H 7.5413 2.8282 -2.0614  0.141
121 H 5.8998 0.9840 -1.9018  0.120
122 H 4.8790 2.2979 -2.1952  0.132

---

3.
C22H44Br6O8 | ωB97M-V/def2-TZVPD

Output
Energy relative to the best compared isomer or geometry (same formula, charge and spin), kcal per mole: 80.3
Multiplicity: 1
Lowest unoccupied orbital energy, hartree: 0.010
Kohn-Sham gap, eV: 8.971
E_HOMO, eV: -8.7

Last column: Löwdin charge in e.
Geometry (Å):
1 O -2.6394 5.6674 2.2197  0.108
2 C -1.5086 5.2774 2.1362  -0.535
3 O -1.1375 4.0096 2.3740  -0.096
4 C -2.1893 3.0141 2.4900  -0.247
5 C -1.7987 2.0139 3.5567  -0.050
6 C -0.3372 6.1362 1.7505  0.033
7 H -2.1850 2.5295 1.5109  0.019
8 H -3.1727 3.4330 2.6773  0.058
9 H -1.8556 2.4413 4.5587  0.085
10 H -0.8174 1.5937 3.3593  0.043
11 H -2.5267 1.1962 3.5633  0.085
12 H -0.6786 7.1614 1.6445  0.090
13 H 0.0680 5.8114 0.7912  0.081
14 H 0.4515 6.0809 2.4992  0.092
15 O -0.7387 -2.6136 -4.0660  0.103
16 C -1.2886 -1.5658 -4.2336  -0.558
17 O -1.0837 -0.7756 -5.3051  -0.016
18 C -0.0119 -1.1608 -6.1880  -0.222
19 C -0.4396 -2.2474 -7.1180  -0.076
20 C -2.2320 -0.9468 -3.2577  0.015
21 H 0.8131 -1.5097 -5.5635  0.118
22 H 0.2313 -0.2560 -6.7320  0.121
23 H -0.7430 -3.1524 -6.6022  0.076
24 H 0.3604 -2.5236 -7.8146  0.084
25 H -1.2436 -1.8984 -7.7748  0.083
26 H -2.6381 -1.7154 -2.6040  0.092
27 H -3.0265 -0.3862 -3.7417  0.086
28 H -1.6786 -0.2560 -2.6145  0.070
29 O -0.9894 -5.5266 -0.9048  0.099
30 C -0.0856 -4.8249 -0.5233  -0.534
31 O 0.9218 -5.2566 0.2383  -0.063
32 C 0.9166 -6.5928 0.6934  -0.241
33 C -0.2000 -6.9144 1.6616  -0.066
34 C 0.0590 -3.3576 -0.8011  0.024
35 H 1.8787 -6.7316 1.1923  0.110
36 H 0.9594 -7.2854 -0.1538  0.126
37 H -1.1800 -6.6349 1.2845  0.070
38 H -0.0487 -6.3873 2.6073  0.075
39 H -0.1793 -7.9832 1.8837  0.080
40 H 0.3203 -3.1420 -1.8361  0.069
41 H 0.8583 -2.9442 -0.1842  0.039
42 H -0.8716 -2.8455 -0.5676  0.094
43 O 1.7131 -0.5100 0.1887  0.069
44 C 1.8305 0.1447 -0.8131  -0.515
45 O 1.7165 1.4828 -0.8381  0.025
46 C 1.5443 2.1431 0.4221  -0.394
47 C 0.2776 2.9489 0.3965  -0.039
48 C 2.1081 -0.4039 -2.1862  0.039
49 H 2.4245 2.7552 0.6215  -0.272
50 H 1.4853 1.3870 1.2089  0.089
51 H 0.1437 3.4998 1.3361  0.042
52 H -0.6023 2.3158 0.2648  0.047
53 H 0.2686 3.7203 -0.3776  0.101
54 H 3.0122 0.0500 -2.5832  0.092
55 H 1.2721 -0.1877 -2.8549  0.084
56 H 2.1861 -1.4872 -2.1403  0.082
57 Br 4.4903 -4.4270 0.6881  0.639
58 C 4.3579 -2.6461 1.4354  -0.705
59 C 3.7766 -2.6434 2.8345  -0.674
60 Br 1.8744 -2.9563 2.7377  0.668
61 H 3.7487 -2.0448 0.7643  0.027
62 H 5.3668 -2.2368 1.4307  0.056
63 H 3.8892 -1.6626 3.2811  0.047
64 H 4.1792 -3.4538 3.4284  0.046
65 Br -5.6643 2.4423 1.9185  0.678
66 C -5.7868 3.1597 0.1274  -0.678
67 C -4.4400 3.4505 -0.4244  -0.655
68 Br -3.3438 1.8520 -0.6667  0.695
69 H -6.3640 4.0781 0.1892  0.067
70 H -6.3194 2.4214 -0.4633  0.056
71 H -3.8620 4.0713 0.2553  0.039
72 H -4.4816 3.9318 -1.3964  0.065
73 Br 3.2832 3.7447 1.3069  0.971
74 C 2.2072 2.7429 2.5693  -0.602
75 C 3.0552 2.2217 3.7039  -0.645
76 Br 1.8455 1.4043 4.9881  0.666
77 H 1.7627 1.9292 2.0005  -0.005
78 H 1.3934 3.3651 2.9308  0.065
79 H 3.5903 3.0189 4.2089  0.052
80 H 3.7483 1.4463 3.4008  0.053